# 1
DFT (ωB97M-V with the def2-TZVPD basis set) results for a structure of composition C64H61BaN5P3.

Output
Relative energy (zero: lowest compared OMol25 entry of this formula, charge and spin), kcal/mol: 10.3
Kohn-Sham gap, eV: 6.0624
Calculated total energy, Ha: -3798.698191
Charge: +1
Spin multiplicity: 1

Each line ends with the Mulliken charge.
Element x y z (Å)
Ba: 0.472 -1.149 -0.794  0.781
C: 1.213 -4.793 -2.030  -1.337
C: 1.402 -4.934 -0.509  -0.158
C: 2.620 -4.173 -0.057  -0.168
C: 3.868 -4.781 -0.017  -0.741
C: 4.987 -4.014 0.262  -0.718
C: 4.831 -2.659 0.499  -0.857
C: 3.552 -2.139 0.465  -1.039
N: 2.466 -2.870 0.197  0.522
N: 0.286 -3.711 -2.421  1.199
C: 0.632 -3.303 -3.793  -1.217
C: -0.154 -2.147 -4.362  0.522
C: -0.572 -2.170 -5.685  -1.121
C: -1.219 -1.063 -6.209  -0.753
C: -1.439 0.031 -5.389  -0.833
C: -0.992 -0.034 -4.081  -0.378
N: -0.358 -1.089 -3.574  0.911
C: -1.081 -4.249 -2.333  -1.410
C: -2.185 -3.222 -2.424  0.208
C: -3.187 -3.323 -3.376  -0.911
C: -4.180 -2.355 -3.423  -0.938
C: -4.143 -1.321 -2.504  -0.985
C: -3.116 -1.316 -1.576  0.730
N: -2.152 -2.231 -1.527  0.942
H: 0.867 -5.742 -2.461  0.442
H: 2.184 -4.582 -2.480  0.740
H: 1.517 -5.987 -0.254  0.555
H: 0.517 -4.567 0.017  -0.152
H: 3.956 -5.841 -0.216  0.484
H: 5.969 -4.469 0.286  0.413
H: 5.673 -2.010 0.698  0.580
H: 3.392 -1.085 0.652  0.767
H: 0.552 -4.158 -4.480  0.401
H: 1.680 -2.993 -3.772  0.474
H: -0.388 -3.046 -6.293  0.559
H: -1.549 -1.058 -7.239  0.410
H: -1.943 0.918 -5.747  0.547
H: -1.152 0.802 -3.406  0.254
H: -1.178 -4.745 -1.364  0.482
H: -1.235 -5.020 -3.102  0.308
H: -3.177 -4.144 -4.081  0.506
H: -4.962 -2.409 -4.169  0.488
H: -4.880 -0.528 -2.493  0.424
H: -3.067 -0.525 -0.838  -0.510
C: 0.876 2.142 2.719  -1.094
C: 2.266 1.624 2.937  0.016
C: 2.710 1.430 4.242  -0.610
C: 3.970 0.919 4.513  -0.994
C: 4.801 0.580 3.459  -1.080
C: 4.380 0.785 2.153  -0.143
C: 3.126 1.330 1.865  0.467
P: 2.500 1.472 0.137  1.988
C: 2.033 3.224 -0.189  0.743
C: 1.180 3.336 -1.292  -0.673
C: 0.797 4.564 -1.805  -0.786
C: 1.236 5.721 -1.182  -0.922
C: 2.064 5.625 -0.076  -1.132
C: 2.493 4.398 0.432  1.397
C: 3.423 4.418 1.616  -1.185
C: 3.943 1.179 -0.926  0.474
C: 5.188 1.772 -0.676  -0.198
C: 6.323 1.394 -1.358  -0.859
C: 6.211 0.388 -2.323  -0.820
C: 4.985 -0.143 -2.643  -0.961
C: 3.787 0.279 -2.015  0.119
C: 2.503 -0.193 -2.482  -0.706
H: 0.296 2.095 3.640  0.713
H: 0.358 1.548 1.959  -0.595
H: 0.865 3.175 2.363  0.285
H: 2.043 1.684 5.058  0.611
H: 4.294 0.779 5.536  0.422
H: 5.783 0.164 3.646  0.457
H: 5.048 0.523 1.345  0.441
H: 0.833 2.431 -1.778  -0.103
H: 0.163 4.617 -2.682  0.491
H: 0.949 6.693 -1.562  0.449
H: 2.418 6.531 0.402  0.456
H: 2.890 4.212 2.547  0.193
H: 3.886 5.399 1.711  0.541
H: 4.212 3.675 1.535  0.065
H: 5.269 2.525 0.099  0.258
H: 7.278 1.854 -1.142  0.471
H: 7.094 0.052 -2.855  0.417
H: 4.909 -0.869 -3.446  0.424
H: 2.576 -0.703 -3.446  0.331
H: 1.788 0.631 -2.592  0.324
N: -2.646 0.467 1.539  -0.468
P: -1.846 -1.009 1.822  1.119
C: -1.453 -0.979 3.601  0.746
C: -0.119 -0.860 3.978  -0.595
C: 0.227 -0.777 5.322  -0.548
C: -0.763 -0.797 6.291  -0.700
C: -2.100 -0.911 5.923  -0.744
C: -2.442 -1.011 4.586  -0.607
C: -3.200 -2.226 1.787  0.519
C: -4.481 -1.953 1.327  -0.182
C: -5.435 -2.962 1.260  -0.611
C: -5.113 -4.253 1.647  -0.621
C: -3.831 -4.536 2.106  -0.674
C: -2.882 -3.531 2.174  -0.850
P: -1.973 1.609 0.472  1.038
C: -1.959 3.126 1.496  1.315
C: -1.590 4.324 0.888  -0.961
C: -1.489 5.488 1.631  -0.647
C: -1.762 5.472 2.993  -0.776
C: -2.133 4.284 3.605  -0.640
C: -2.225 3.114 2.861  -0.527
C: -3.331 2.023 -0.689  1.096
C: -4.682 1.815 -0.432  -0.642
C: -5.639 2.169 -1.374  -0.877
C: -5.254 2.746 -2.578  -0.739
C: -3.908 2.961 -2.841  -0.819
C: -2.953 2.592 -1.905  -0.183
H: -3.448 0.712 2.108  0.590
H: 0.661 -0.821 3.225  0.293
H: 1.269 -0.693 5.602  0.563
H: -0.496 -0.731 7.338  0.410
H: -2.872 -0.934 6.681  0.414
H: -3.483 -1.133 4.301  0.443
H: -4.739 -0.948 1.008  0.107
H: -6.433 -2.735 0.906  0.456
H: -5.857 -5.036 1.597  0.412
H: -3.575 -5.541 2.416  0.469
H: -1.888 -3.756 2.548  0.427
H: -1.358 4.353 -0.170  0.410
H: -1.189 6.408 1.145  0.472
H: -1.683 6.380 3.576  0.407
H: -2.341 4.261 4.667  0.443
H: -2.471 2.190 3.371  0.223
H: -4.999 1.379 0.509  0.339
H: -6.688 2.006 -1.164  0.461
H: -6.003 3.031 -3.304  0.398
H: -3.602 3.416 -3.775  0.509
H: -1.899 2.751 -2.114  0.221

---

# 2
DFT (ωB97M-V with the def2-TZVPD basis set) results for a structure of composition C64H61F3N2O2P2PdS.

Output
Relative energy (zero: lowest compared OMol25 entry of this formula, charge and spin), kcal/mol: 19.7
Kohn-Sham gap, eV: 2.0736
Calculated total energy, Ha: -4243.626312
Spin multiplicity: 1

Each line ends with the Mulliken charge.
Element x y z (Å)
C: -6.216 0.075 4.013  -1.329
C: -4.756 -0.093 3.691  0.939
C: -4.210 -1.372 3.525  -0.439
C: -2.903 -1.539 3.097  -0.791
C: -2.034 -0.422 2.872  0.980
C: -0.724 -0.627 2.366  -1.139
S: 0.592 0.434 2.794  0.843
C: 1.992 -0.677 3.403  0.594
F: 3.103 0.055 3.625  -0.243
F: 1.670 -1.333 4.537  -0.241
F: 2.269 -1.601 2.440  -0.191
O: 1.133 1.065 1.604  -0.640
O: 0.231 1.204 3.964  -0.645
C: -2.587 0.873 3.151  -0.614
C: -3.913 1.019 3.527  -0.619
H: -6.466 1.136 4.111  0.318
H: -6.850 -0.337 3.215  0.280
H: -6.485 -0.444 4.945  0.299
H: -4.840 -2.240 3.708  0.331
H: -2.487 -2.531 2.926  0.337
H: -0.466 -1.515 1.795  0.420
H: -1.954 1.750 3.031  0.329
H: -4.321 2.016 3.698  0.224
C: 7.965 -3.106 -10.632  -1.106
N: 8.191 -2.268 -9.469  0.195
C: 9.544 -2.225 -8.953  -1.086
C: 7.217 -1.510 -8.895  1.415
C: 7.503 -0.715 -7.753  -0.569
C: 6.484 -0.133 -7.014  -0.552
C: 5.136 -0.275 -7.412  1.221
C: 4.008 0.195 -6.581  -1.692
C: 4.158 0.921 -5.340  0.349
C: 3.180 1.652 -4.646  -0.674
C: 2.008 2.243 -5.183  0.600
C: 1.010 2.699 -4.271  -0.944
C: -0.207 3.171 -4.703  -0.734
C: -0.534 3.130 -6.085  1.113
N: -1.807 3.367 -6.506  0.209
C: -2.141 3.347 -7.916  -1.107
C: -2.878 3.637 -5.568  -0.983
C: 0.488 2.775 -7.013  -0.194
C: 1.744 2.398 -6.578  -0.827
Pd: 3.553 -1.630 -5.538  1.228
P: 4.959 -2.876 -4.325  0.919
C: 4.147 -3.297 -2.760  1.773
C: 3.965 -4.619 -2.322  -0.781
C: 3.417 -4.861 -1.062  -0.948
C: 3.052 -3.795 -0.234  -0.733
C: 3.133 -2.484 -0.708  -0.924
C: 3.624 -2.243 -1.989  -0.808
C: 5.556 -4.322 -5.209  0.738
C: 6.267 -5.319 -4.517  -0.615
C: 6.832 -6.379 -5.227  -0.924
C: 6.686 -6.451 -6.617  -0.719
C: 5.970 -5.468 -7.305  -0.827
C: 5.411 -4.397 -6.608  -0.317
C: 6.443 -1.929 -3.884  1.457
C: 7.718 -2.283 -4.363  -0.453
C: 8.821 -1.486 -4.058  -0.700
C: 8.665 -0.329 -3.290  -0.696
C: 7.401 0.033 -2.819  -0.772
C: 6.300 -0.770 -3.108  -0.421
P: 1.439 -2.426 -5.617  1.458
C: 1.094 -2.434 -7.395  0.632
C: 0.968 -3.628 -8.125  -0.946
C: 0.822 -3.574 -9.512  -0.662
C: 0.833 -2.348 -10.180  -0.880
C: 0.972 -1.156 -9.461  -0.818
C: 1.072 -1.200 -8.070  -0.283
C: 1.171 -4.072 -4.906  0.560
C: 0.138 -4.315 -3.982  -0.733
C: 0.014 -5.570 -3.387  -0.705
C: 0.911 -6.592 -3.699  -0.740
C: 1.944 -6.360 -4.609  -0.709
C: 2.063 -5.112 -5.222  -0.223
C: 0.180 -1.333 -4.909  0.314
C: -0.981 -0.987 -5.623  -0.387
C: -1.961 -0.195 -5.028  -0.684
C: -1.818 0.224 -3.703  -0.700
C: -0.661 -0.103 -2.990  -1.082
C: 0.338 -0.870 -3.590  -0.370
C: 4.873 -0.913 -8.650  -0.684
C: 5.883 -1.506 -9.385  -1.087
H: 6.902 -3.351 -10.739  0.309
H: 8.313 -2.616 -11.558  0.318
H: 8.529 -4.040 -10.509  0.383
H: 9.575 -2.485 -7.881  0.360
H: 10.149 -2.948 -9.507  0.289
H: 9.989 -1.224 -9.075  0.354
H: 8.540 -0.580 -7.444  0.398
H: 6.726 0.430 -6.111  0.280
H: 3.059 0.287 -7.116  -0.131
H: 5.168 0.942 -4.920  0.349
H: 3.330 1.765 -3.570  0.355
H: 1.207 2.613 -3.200  0.452
H: -0.952 3.502 -3.980  0.302
H: -2.267 2.318 -8.293  0.318
H: -3.080 3.889 -8.055  0.351
H: -1.355 3.846 -8.495  0.397
H: -2.666 4.538 -4.965  0.373
H: -3.791 3.806 -6.152  0.269
H: -3.046 2.785 -4.885  0.306
H: 0.275 2.751 -8.085  0.191
H: 2.539 2.219 -7.310  0.699
H: 4.251 -5.450 -2.966  0.470
H: 3.282 -5.886 -0.718  0.438
H: 2.692 -3.979 0.777  0.484
H: 2.819 -1.641 -0.093  0.664
H: 3.600 -1.227 -2.387  -0.494
H: 6.384 -5.255 -3.432  0.488
H: 7.388 -7.145 -4.688  0.426
H: 7.134 -7.279 -7.165  0.384
H: 5.835 -5.528 -8.386  0.465
H: 4.864 -3.611 -7.140  0.227
H: 7.844 -3.191 -4.952  0.303
H: 9.806 -1.774 -4.422  0.453
H: 9.525 0.296 -3.057  0.375
H: 7.254 0.938 -2.230  0.461
H: 5.323 -0.487 -2.722  0.321
H: 0.967 -4.586 -7.603  0.411
H: 0.705 -4.499 -10.076  0.426
H: 0.740 -2.309 -11.264  0.385
H: 1.001 -0.192 -9.968  0.461
H: 1.146 -0.269 -7.503  0.421
H: -0.573 -3.524 -3.744  0.375
H: -0.791 -5.747 -2.673  0.426
H: 0.812 -7.570 -3.228  0.396
H: 2.662 -7.147 -4.845  0.440
H: 2.865 -4.940 -5.945  0.406
H: -1.134 -1.362 -6.635  0.509
H: -2.852 0.074 -5.597  0.427
H: -2.606 0.806 -3.226  0.502
H: -0.532 0.237 -1.961  0.794
H: 1.239 -1.126 -3.033  0.198
H: 3.847 -0.955 -9.020  0.205
H: 5.644 -1.957 -10.349  0.441

---

Q: Which value of Kohn-Sham gap does entry 1 give?
A: 6.0624 eV

---

Q: relative energy (zero: lowest compared OMol25 entry of this formula, charge and spin) of number 1 (C64H61BaN5P3)?
A: 10.3 kcal/mol